Entry 1:
C5H24N2O8 | ωB97M-V with the def2-TZVPD basis set

```
! RIJCOSX wB97M-V def2-TZVPD def2/J DEFGRID3
* xyz 0 1
C -2.712 0.276 -1.065
C -2.427 -0.227 0.120
C -1.179 -1.052 0.385
C 0.002 -0.170 0.756
N 0.580 0.628 -0.312
C 1.105 0.052 -1.420
N 1.418 -1.314 -1.339
O 1.318 0.642 -2.472
H -2.054 0.166 -1.920
H -3.577 0.892 -1.290
H -2.962 -0.011 1.034
H -0.976 -1.632 -0.518
H -1.386 -1.768 1.179
H -0.329 0.481 1.569
H 0.830 -0.666 1.271
H 0.086 1.499 -0.510
H 2.246 -1.498 -1.888
H 1.536 -1.655 -0.393
O 2.183 1.548 2.017
H 2.719 1.030 1.416
H 2.120 2.483 1.809
O -1.063 -1.253 4.270
H -1.571 -0.439 4.162
H -0.512 -1.194 3.478
O -0.714 2.938 -1.508
H -0.584 2.657 -2.438
H -1.531 3.384 -1.292
O 1.525 -0.299 3.971
H 1.670 0.420 3.336
H 1.507 0.118 4.837
O 1.978 -2.693 2.117
H 1.290 -2.450 2.739
H 2.856 -2.581 2.479
O -0.448 2.153 -4.123
H -0.946 1.362 -4.378
H 0.463 1.828 -4.120
O -1.014 -0.914 -3.985
H -1.263 -1.702 -4.472
H -0.182 -1.037 -3.502
*
```

For the orbital gap, the calculation gives 0.35834 Eh. The calculation puts the total energy at -916.35846 a.u. The value obtained for the energy relative to the best compared isomer or geometry (same formula, charge and spin) is 15.7 kcal/mol. Its SMILES is C=CCCNC(N)=O.O.O.O.O.O.O.O. The value obtained for the HOMO energy is -0.349 hartree.



Entry 2:
C5H24N3O5 | ωB97M-V with the def2-TZVPD basis set

```
! RIJCOSX wB97M-V def2-TZVPD def2/J DEFGRID3
* xyz 1 1
C -0.947 -3.733 -0.030
C -0.715 -2.232 -0.242
C 0.336 -2.013 -1.366
C 0.868 -0.602 -1.284
C 1.898 -0.331 -0.473
N 2.537 1.024 -0.388
N 0.400 0.303 -2.187
N -0.484 -1.619 1.071
H -0.821 -4.380 -0.901
H -0.217 -4.061 0.711
H -1.976 -3.907 0.284
H -1.654 -1.768 -0.565
H -0.225 -2.195 -2.277
H 1.209 -2.635 -1.218
H 2.254 -0.995 0.285
H 3.339 1.022 -1.021
H 2.707 1.164 0.618
H 1.843 1.739 -0.660
H 0.585 1.281 -2.030
H -0.513 0.133 -2.564
H -0.322 -2.255 1.839
H 0.348 -1.037 1.173
H -1.437 0.671 1.915
H -0.694 1.815 2.479
O -0.729 1.304 1.678
H 0.603 3.952 -1.057
H -0.001 2.826 -0.413
O 0.659 3.003 -1.112
H -3.250 -0.064 0.401
H -3.284 -1.006 1.618
O -3.134 -0.066 1.369
H -2.263 3.193 -1.250
H -2.513 2.220 -0.029
O -1.890 2.580 -0.645
H 2.479 -0.018 2.978
H 1.274 0.854 2.436
O 2.188 0.601 2.331
*
```

For the orbital gap, the calculation gives 0.33987 Eh. The calculation puts the total energy at -745.14234 a.u. The value obtained for the energy relative to the best compared isomer or geometry (same formula, charge and spin) is 60.3 kcal/mol. The value obtained for the HOMO energy is -0.434 hartree.



Entry 3:
C5H24NO6 | ωB97M-V with the def2-TZVPD basis set

```
! RIJCOSX wB97M-V def2-TZVPD def2/J DEFGRID3
* xyz 1 1
C 2.269 2.716 -0.396
C 1.681 1.894 0.670
N 0.739 0.750 0.140
C 1.210 -0.556 0.769
C 2.630 -0.346 1.191
C 2.716 1.186 1.601
H 2.441 3.765 -0.049
H 1.776 2.768 -1.338
H 3.289 2.424 -0.603
H 1.090 2.633 1.287
H 0.731 0.758 -0.824
H -0.267 0.871 0.488
H 0.505 -1.029 1.544
H 1.180 -1.333 -0.084
H 2.727 -0.956 2.152
H 3.370 -0.593 0.392
H 3.751 1.634 1.497
H 2.583 1.457 2.623
H -1.509 -2.183 0.678
H -1.224 -2.173 -0.803
O -0.731 -2.151 0.063
H -3.720 -1.902 1.158
H -3.084 -3.156 1.180
O -3.312 -2.520 0.481
H -2.701 -2.681 -2.586
H -2.979 -1.963 -1.314
O -2.460 -2.015 -2.219
H 1.288 -0.447 -2.956
H -0.084 0.021 -3.081
O 0.748 0.309 -2.757
H -3.443 -0.012 2.380
H -2.463 0.438 1.472
O -2.783 -0.436 1.857
H -2.170 1.653 -1.768
H -2.023 0.209 -1.568
O -1.773 0.966 -1.277
*
```

For the orbital gap, the calculation gives 0.40566 Eh. The calculation puts the total energy at -710.77697 a.u. The value obtained for the energy relative to the best compared isomer or geometry (same formula, charge and spin) is 76.4 kcal/mol. The value obtained for the HOMO energy is -0.512 hartree.



Entry 4:
C5H24NO7 | ωB97M-V with the def2-TZVPD basis set

```
! RIJCOSX wB97M-V def2-TZVPD def2/J DEFGRID3
* xyz 1 1
C 0.243 1.319 -0.718
O 0.568 1.218 -2.089
C 1.171 0.469 0.116
C 0.551 0.486 1.536
C 1.336 1.482 2.366
C 2.310 1.086 3.182
N 1.280 -0.963 -0.343
H 0.104 2.358 -0.400
H -0.810 0.994 -0.727
H 1.001 1.989 -2.488
H 2.169 0.877 0.174
H 0.564 -0.491 2.052
H -0.532 0.717 1.503
H 1.064 2.540 2.306
H 2.551 0.042 3.398
H 2.906 1.808 3.722
H 1.482 -1.074 -1.335
H 1.903 -1.506 0.246
H 0.354 -1.383 -0.180
H -2.991 -0.467 -3.802
H -3.242 0.854 -3.273
O -2.677 0.100 -3.082
H 3.882 -2.767 0.205
H 3.757 -3.288 -1.166
O 3.431 -2.554 -0.629
H -1.603 -1.428 -1.287
H -2.277 -2.281 -0.210
O -1.399 -1.943 -0.492
H -4.846 -2.363 0.561
H -3.626 -2.177 1.461
O -3.920 -2.635 0.662
H 1.446 4.297 -2.694
H 2.588 3.969 -1.550
O 1.787 3.705 -2.001
H -3.375 0.112 3.133
H -2.316 -0.982 3.168
O -3.122 -0.721 2.700
*
```

For the orbital gap, the calculation gives 0.38469 Eh. The calculation puts the total energy at -786.09646 a.u. The value obtained for the energy relative to the best compared isomer or geometry (same formula, charge and spin) is 27.0 kcal/mol. The value obtained for the HOMO energy is -0.472 hartree.